The following is a DFT calculation (ωB97M-V with the def2-TZVPD basis set) of 2 unconnected molecules or ions with the total composition C5H12NS at a distorted geometry.

As for the frontier orbital gap (alpha / beta): 1.947 / 6.263 eV. As for the multiplicity: 2. The expectation value of S² is 0.751. The highest occupied orbital energy (alpha / beta) is 4.086 / -0.238 eV. As for the charge: -2.

```
19
Properties=species:S:1:pos:R:3:forces:R:3:mulliken_charge:R:1
C -2.062450 1.938158 2.428657 0.26 -0.27 0.04 -4.125
C -1.066367 1.385665 1.476703 2.04 -0.91 1.45 0.899
C 0.154606 0.890406 1.832869 -1.30 0.43 -1.73 -1.017
H -3.000712 1.421828 2.219612 -0.45 0.24 0.42 0.571
H -1.750032 1.859314 3.491715 -0.35 0.10 -0.51 1.367
H -2.205583 2.979321 2.134634 -0.43 0.32 0.30 0.580
H -1.402310 1.414198 0.447592 0.44 -0.02 -0.22 0.477
H 0.820901 0.616750 0.984841 -0.32 0.00 0.96 -0.200
H 0.461290 0.774372 2.870778 -0.11 0.23 -0.11 0.523
C -0.085998 -1.951959 -0.630907 0.51 1.15 0.30 -0.605
C 1.341254 -1.505378 -1.004397 0.67 -0.02 -0.43 -0.668
S 1.472646 0.338295 -1.278526 0.53 -0.83 -0.42 -0.788
N -1.070187 -1.203778 -1.408875 -1.00 -0.33 -0.35 -0.599
H -0.284448 -1.802224 0.445682 0.08 0.19 -0.37 0.291
H -0.116058 -3.019610 -0.793396 -0.51 -0.49 -0.29 0.354
H 1.585215 -2.101420 -1.940085 0.05 0.78 0.71 0.294
H 2.084505 -1.811045 -0.226941 -0.56 0.09 -0.43 0.235
H -1.245143 -1.601696 -2.329939 0.28 -0.20 0.25 0.236
H -0.704924 -0.257421 -1.603509 0.16 -0.46 0.44 0.175
```
Forces are in eV/Å.



The following is a DFT calculation (ωB97M-V with the def2-TZVPD basis set) of a molecular structure, C23H32CoGeN4Se.

As for the frontier orbital gap (alpha / beta): 8.536 / 8.517 eV. As for the multiplicity: 2. The expectation value of S² is 0.759. The highest occupied orbital energy (alpha / beta) is -14.055 / -14.038 eV. As for the charge: +2.

```
62
Properties=species:S:1:pos:R:3:forces:R:3:mulliken_charge:R:1
Co 0.237774 0.664485 -0.281599 -0.36 0.03 -0.26 -1.195
C 1.259229 2.301478 -2.415708 -0.01 -0.02 0.00 -1.376
N 1.810631 1.298815 -1.465865 0.08 0.13 -0.06 0.599
C 2.357189 0.108784 -2.148351 -0.04 0.02 0.04 -1.152
C 1.330198 -0.996020 -2.218385 -0.02 -0.02 -0.05 0.577
C 1.537075 -2.122389 -2.996643 -0.03 0.02 -0.08 -0.979
C 0.565502 -3.106615 -3.027586 -0.01 -0.05 0.00 -0.491
C -0.596778 -2.933822 -2.287107 -0.02 -0.02 -0.04 -0.552
C -0.725319 -1.799153 -1.517237 0.03 0.09 -0.07 -0.421
N 0.224250 -0.852042 -1.473652 0.01 -0.37 0.13 1.018
C 2.739770 1.941887 -0.512557 0.01 -0.03 -0.05 -1.330
C 1.949088 2.668105 0.547615 -0.01 0.01 0.01 0.829
C 2.521842 3.625348 1.364615 0.00 0.09 -0.06 -1.095
C 1.752050 4.207693 2.356646 0.00 0.03 0.04 -0.330
C 0.421853 3.833138 2.491625 0.00 0.05 0.01 -0.975
C -0.080491 2.870005 1.644926 0.01 0.02 -0.17 -0.213
N 0.669405 2.291305 0.693986 -0.03 -0.09 0.50 1.091
C -0.249855 2.311184 -2.502983 0.05 -0.02 0.02 0.839
C -0.903067 3.020421 -3.497611 -0.01 0.01 -0.02 -1.074
C -2.285937 3.053516 -3.494606 -0.03 0.01 -0.02 -0.378
C -2.979611 2.375070 -2.500086 -0.03 0.02 -0.03 -0.865
C -2.259032 1.682972 -1.552297 0.09 -0.04 0.00 -0.272
N -0.917577 1.654219 -1.556433 -0.11 0.09 0.01 0.447
H 1.581952 3.295011 -2.097978 -0.02 0.01 0.02 0.503
H 1.677371 2.145607 -3.411494 0.03 0.02 -0.01 0.571
H 2.692979 0.357904 -3.157260 0.04 -0.03 -0.01 0.437
H 3.238380 -0.250108 -1.613852 -0.03 0.01 0.08 0.499
H 2.446733 -2.218023 -3.575583 -0.02 0.00 0.00 0.548
H 0.709252 -3.996966 -3.625452 -0.01 0.02 -0.01 0.452
H -1.389499 -3.668372 -2.300787 0.02 0.00 0.02 0.512
H -1.603927 -1.624997 -0.909348 0.02 -0.02 0.01 0.343
H 3.349947 1.173546 -0.034164 -0.05 -0.06 0.01 0.565
H 3.422958 2.629177 -1.019136 0.04 0.00 0.03 0.561
H 3.557071 3.907395 1.223141 -0.01 0.00 0.00 0.523
H 2.183646 4.947965 3.017209 -0.01 0.01 -0.02 0.452
H -0.216052 4.278053 3.241931 0.01 -0.01 0.00 0.469
H -1.110608 2.542826 1.709619 0.01 -0.04 0.02 0.575
H -0.333666 3.541042 -4.256678 -0.01 -0.01 0.00 0.530
H -2.820059 3.600215 -4.260204 0.00 0.00 0.01 0.442
H -4.059491 2.379554 -2.459848 0.01 0.00 -0.02 0.481
H -2.753660 1.127801 -0.764212 0.01 0.01 0.01 0.512
C -1.127676 -3.958959 1.441353 -0.04 -0.16 -0.07 -0.756
Ge -1.732687 -2.633180 2.723434 0.13 0.02 0.01 0.414
C -2.365935 -3.416482 4.369130 -0.16 -0.06 0.09 -1.097
C -2.981943 -1.386186 1.907787 -0.14 0.06 -0.10 -0.867
C -0.177421 -1.517035 3.218482 -0.15 0.05 -0.09 -1.070
Se 0.804904 -0.658827 1.762273 0.79 0.25 0.19 0.203
C 2.014229 -2.091919 1.252843 -0.20 -0.14 -0.01 -0.829
H -1.968164 -4.560430 1.091335 0.02 0.01 0.00 0.389
H -0.403112 -4.635702 1.896199 0.00 0.01 -0.02 0.379
H -0.670123 -3.477336 0.578044 0.03 -0.04 -0.04 -0.103
H -3.248970 -4.029284 4.186848 0.02 0.00 0.02 0.374
H -2.633763 -2.638682 5.084049 0.01 -0.03 0.03 0.361
H -1.594878 -4.050286 4.806482 -0.01 0.01 0.02 0.365
H -3.887894 -1.888521 1.567928 0.01 0.01 0.00 0.402
H -2.515959 -0.901719 1.044021 -0.03 0.04 0.04 -0.064
H -3.271710 -0.616890 2.624740 -0.01 0.01 -0.03 0.402
H 0.589495 -2.071993 3.759369 0.05 0.05 -0.03 0.469
H -0.496659 -0.695374 3.859362 0.04 0.02 0.01 0.527
H 1.472819 -3.031157 1.179687 0.03 0.00 -0.01 0.237
H 2.794980 -2.156040 2.004367 0.01 -0.02 0.01 0.440
H 2.448953 -1.850010 0.285654 0.00 0.04 0.01 0.146
```
Forces are in eV/Å.



The following is a DFT calculation (ωB97M-V with the def2-TZVPD basis set) of 2 unconnected molecules or ions with the total composition C6H10O.

As for the frontier orbital gap (alpha / beta): 8.333 / 8.325 eV. As for the multiplicity: 1. The highest occupied orbital energy (alpha / beta) is -9.458 / -9.433 eV.

```
17
Properties=species:S:1:pos:R:3:forces:R:3:mulliken_charge:R:1
O -2.357514 0.809401 0.107656 0.19 -0.38 -0.28 -0.520
C -1.957294 -0.167457 -0.483773 -0.19 0.16 0.23 -0.098
C -0.963312 -1.160268 0.085321 0.01 0.02 0.03 -0.637
C -0.103713 -0.572080 1.213142 0.00 0.03 0.09 -0.358
C 1.297567 -0.234988 0.783893 0.08 0.14 0.00 -0.168
C 0.042419 0.839057 -2.148508 0.36 0.34 -0.27 -0.464
C 1.893287 0.945663 0.949470 -0.08 -0.12 -0.01 -0.793
H -2.366023 -0.436869 -1.476575 -0.01 0.02 0.11 0.417
H -1.563164 -2.007606 0.446967 0.02 0.12 -0.05 0.366
H -0.354494 -1.538380 -0.742279 -0.10 0.01 0.12 0.365
H -0.042637 -1.289931 2.040818 0.01 0.08 -0.12 0.257
H -0.604102 0.322774 1.600124 0.09 -0.14 -0.02 0.336
H 1.873423 -1.056986 0.352108 -0.09 0.13 0.01 0.284
H 1.058860 0.734419 -2.579631 -0.11 -0.06 0.11 0.234
H -0.162693 1.927727 -2.235803 -0.02 -0.21 0.15 0.246
H 2.936529 1.098954 0.683134 -0.19 -0.03 -0.04 0.274
H 1.372859 1.786570 1.403936 0.02 -0.13 -0.08 0.259
```
Forces are in eV/Å.